Density functional theory data (ωB97M-V with the def2-TZVPD basis set) for C37H34BaN4OPSb as an isolated structure.

XYZ file:
```
79
Properties=species:S:1:pos:R:3:lowdin_charge:R:1
Ba -1.436 0.062 0.361 1.76
C 0.878 -0.206 3.618 -0.01
C -0.581 -0.208 3.903 -0.31
C -1.100 -0.246 5.201 0.01
C -2.459 -0.247 5.389 -0.02
C -3.324 -0.217 4.292 -0.12
C -2.760 -0.178 3.037 -0.45
N -1.419 -0.173 2.866 -0.18
Sb -4.367 -0.218 1.420 1.49
C -3.974 1.664 0.232 -0.49
C -5.140 2.275 -0.170 -0.11
C -5.025 3.517 -0.807 -0.02
C -3.794 4.085 -0.997 0.01
C -2.643 3.410 -0.568 -0.32
C -1.282 3.981 -0.730 -0.01
N -2.765 2.232 0.035 -0.16
C -3.670 -1.912 0.076 -0.47
C -4.676 -2.712 -0.423 -0.11
C -4.316 -3.861 -1.129 -0.02
C -2.995 -4.182 -1.304 0.01
C -2.008 -3.337 -0.786 -0.32
C -0.555 -3.607 -0.942 0.00
N -2.371 -2.250 -0.108 -0.17
H 1.465 -0.286 4.531 0.10
H 1.188 0.713 3.114 0.08
H 1.172 -1.036 2.970 0.08
H -0.421 -0.275 6.040 0.13
H -2.871 -0.275 6.388 0.13
H -4.392 -0.228 4.461 0.10
H -6.119 1.847 -0.007 0.10
H -5.918 4.029 -1.140 0.13
H -3.694 5.047 -1.477 0.13
H -1.226 4.678 -1.564 0.10
H -0.509 3.223 -0.900 0.06
H -0.979 4.524 0.169 0.10
H -5.723 -2.486 -0.277 0.10
H -5.090 -4.502 -1.528 0.13
H -2.698 -5.074 -1.835 0.13
H -0.377 -4.517 -1.514 0.10
H -0.079 -3.720 0.033 0.09
H -0.044 -2.800 -1.476 0.07
O -2.334 0.292 -2.579 -0.12
N -1.272 -0.596 -2.903 0.03
C -0.160 -0.016 -2.703 -0.19
C 1.085 -0.764 -2.957 -0.25
C 1.173 -1.493 -4.137 -0.01
C 2.335 -2.202 -4.423 -0.04
C 3.395 -2.176 -3.535 -0.04
C 3.291 -1.455 -2.349 -0.06
C 2.138 -0.742 -2.039 -0.34
P 1.913 0.046 -0.411 1.01
C 3.155 -0.726 0.647 -0.41
C 4.215 -0.031 1.209 -0.07
C 5.097 -0.673 2.072 -0.06
C 4.931 -2.013 2.371 -0.06
C 3.872 -2.722 1.806 -0.06
C 2.990 -2.077 0.959 -0.13
C 2.456 1.756 -0.610 -0.41
C 2.065 2.687 0.348 -0.14
C 2.494 4.006 0.289 -0.07
C 3.313 4.412 -0.756 -0.05
C 3.700 3.501 -1.730 -0.05
C 3.280 2.184 -1.653 -0.07
H -3.094 -0.145 -2.974 0.10
H -0.146 1.027 -2.359 0.12
H 0.352 -1.489 -4.836 0.12
H 2.407 -2.762 -5.345 0.12
H 4.304 -2.716 -3.756 0.12
H 4.109 -1.464 -1.641 0.11
H 4.367 1.015 0.977 0.11
H 5.918 -0.117 2.499 0.11
H 5.623 -2.509 3.035 0.11
H 3.737 -3.770 2.026 0.11
H 2.179 -2.662 0.535 0.09
H 1.424 2.413 1.188 0.09
H 2.194 4.707 1.052 0.11
H 3.655 5.435 -0.818 0.11
H 4.336 3.817 -2.544 0.12
H 3.597 1.481 -2.413 0.11
```

Energy relative to the best compared isomer or geometry (same formula, charge and spin), kcal/mol: 20.8
F_max, eV/Å: 2.95
Net charge: +2
2S+1: 1
Frontier orbital gap, eV: 7.8
HOMO energy, eV: -13.117
M, g/mol: 840.8


Density functional theory data (ωB97M-V with the def2-TZVPD basis set) for C37H34ClN2O9P2ReS3 as an isolated structure.

XYZ file:
```
89
Properties=species:S:1:pos:R:3:lowdin_charge:R:1
Re -1.458 0.279 -1.201 0.95
C -3.406 -0.012 6.712 -0.04
C -2.887 0.165 5.324 -0.25
C -3.732 0.096 4.220 -0.01
C -3.237 0.195 2.929 -0.07
C -1.879 0.370 2.762 -0.32
C -1.016 0.481 3.841 -0.04
C -1.524 0.380 5.118 -0.01
S -1.049 0.343 1.158 0.86
O 0.101 1.215 1.304 -0.44
C -0.489 -1.367 1.270 -0.35
C -1.499 -2.338 1.398 -0.12
C -1.183 -3.662 1.345 -0.02
C 0.149 -4.070 1.102 -0.15
C 0.478 -5.429 0.927 -0.01
C 1.765 -5.812 0.660 -0.05
C 2.778 -4.849 0.569 -0.04
C 2.490 -3.520 0.731 0.01
C 1.172 -3.092 0.994 -0.11
C 0.832 -1.708 1.099 -0.14
C 1.933 -0.725 1.080 -0.15
C 2.831 -0.754 2.187 -0.11
C 2.537 -1.488 3.355 -0.01
C 3.404 -1.492 4.415 -0.05
C 4.603 -0.770 4.354 -0.06
C 4.905 -0.031 3.243 -0.01
C 4.027 0.007 2.139 -0.14
C 4.300 0.779 0.992 0.01
C 3.384 0.866 -0.021 -0.04
C 2.186 0.139 0.037 -0.23
S 0.957 0.466 -1.293 0.87
O 1.347 -0.360 -2.431 -0.44
C 1.349 2.167 -1.657 -0.39
C 1.278 3.112 -0.637 -0.09
C 1.389 4.447 -0.947 -0.02
C 1.522 4.862 -2.275 -0.26
C 1.500 6.314 -2.594 -0.03
C 1.623 3.894 -3.276 -0.02
C 1.533 2.548 -2.976 -0.07
H -4.489 -0.089 6.723 0.08
H -3.103 0.819 7.346 0.09
H -2.990 -0.923 7.144 0.09
H -4.791 -0.048 4.371 0.12
H -3.891 0.135 2.072 0.09
H 0.035 0.644 3.659 0.12
H -0.857 0.454 5.964 0.13
H -2.519 -2.007 1.524 0.11
H -1.948 -4.414 1.463 0.13
H -0.316 -6.157 0.992 0.12
H 2.006 -6.854 0.512 0.11
H 3.792 -5.159 0.371 0.11
H 3.272 -2.785 0.640 0.12
H 1.608 -2.034 3.414 0.12
H 3.160 -2.050 5.305 0.11
H 5.277 -0.792 5.196 0.11
H 5.813 0.552 3.196 0.12
H 5.229 1.327 0.932 0.13
H 3.581 1.485 -0.884 0.12
H 1.113 2.795 0.381 0.10
H 1.326 5.182 -0.158 0.13
H 2.069 6.881 -1.859 0.09
H 0.467 6.664 -2.543 0.09
H 1.878 6.514 -3.593 0.08
H 1.719 4.199 -4.306 0.13
H 1.575 1.796 -3.751 0.12
O -3.133 1.462 -4.561 -0.09
P -1.565 1.410 -4.307 0.25
O -0.798 1.154 -5.513 -0.21
O -1.369 0.321 -3.229 -0.48
O -1.199 2.789 -3.561 -0.22
P -1.771 3.307 -2.140 0.27
O -3.362 3.028 -2.351 -0.15
O -1.453 4.709 -1.942 -0.19
O -1.354 2.318 -1.058 -0.44
H -3.607 1.915 -3.854 0.05
H -3.846 3.850 -2.262 0.10
Cl -3.678 0.084 -0.897 0.14
S -1.182 -2.087 -1.667 0.77
C -1.680 -2.049 -3.324 -0.75
N -2.948 -1.983 -3.685 0.05
C -3.080 -1.984 -5.135 -0.09
C -1.611 -2.052 -5.604 -0.09
N -0.882 -2.247 -4.355 0.08
H -3.673 -1.683 -3.050 0.11
H -3.577 -1.080 -5.486 0.12
H -3.655 -2.863 -5.440 0.13
H -1.292 -1.117 -6.075 0.11
H -1.427 -2.889 -6.278 0.13
H 0.113 -2.096 -4.293 0.16
```

Energy relative to the best compared isomer or geometry (same formula, charge and spin), kcal/mol: 44.2
F_max, eV/Å: 2.93
Expectation value of S²: 3.7725
Net charge: +1
2S+1: 4
Frontier orbital gap (spin up / spin down), eV: 7.7 / 6.0
HOMO energy (spin up / spin down), eV: -10.778 / -10.782
M, g/mol: 1030.5